Entry 1:
Here is C9H18O9Rb as an isolated structure from the Open Molecules 2025 dataset. Energies are from the ωB97M-V functional and the def2-TZVPD basis.

CARTESIAN COORDINATES (ANGSTROEM)
Rb -12.1396 -24.7154 -20.6187
O -9.3214 -21.9576 -18.3988
O -14.2895 -29.0756 -21.9214
O -7.8952 -27.4358 -19.5635
O -9.7333 -26.3291 -20.2562
O -13.4919 -27.3297 -20.7557
O -9.7432 -27.7834 -18.5546
O -9.1770 -23.4916 -16.9423
O -10.9573 -23.4804 -18.3536
O -15.5473 -27.3729 -21.6595
C -9.1595 -27.0932 -19.5149
C -15.7505 -26.0202 -21.3101
C -13.0999 -29.8167 -21.7481
C -9.9110 -23.0459 -17.9163
C -6.9548 -26.5872 -20.1883
C -9.5392 -24.5714 -16.1016
C -11.1348 -27.5943 -18.3119
C -9.9928 -21.1681 -19.3625
C -14.3552 -27.8925 -21.3957
H -11.4189 -28.3543 -17.5905
H -7.3039 -26.2504 -21.1689
H -15.2776 -25.3848 -22.0661
H -12.3380 -29.4250 -22.4264
H -9.3431 -24.2495 -15.0778
H -11.7130 -27.6925 -19.2302
H -13.2081 -30.8455 -22.0995
H -10.2952 -21.7179 -20.2615
H -11.2786 -26.6230 -17.8426
H -12.7419 -29.9406 -20.7284
H -9.2366 -20.4805 -19.7335
H -15.3527 -25.7424 -20.3339
H -6.7345 -25.6746 -19.6346
H -10.8727 -20.6981 -18.9292
H -6.0474 -27.1546 -20.3613
H -8.9783 -25.4622 -16.3678
H -16.8143 -25.8079 -21.3216
H -10.6109 -24.7794 -16.0538

Calculated values
total charge	+1
HOMO energy	-14.04	eV
relative energy (zero: lowest compared OMol25 entry of this formula, charge and spin)	0.3930	eV
orbital gap	11.1396	eV


Entry 2:
Here is one molecule with the formula C9H18OS from the Open Molecules 2025 dataset. Energies are from the ωB97M-V functional and the def2-TZVPD basis.

CARTESIAN COORDINATES (ANGSTROEM)
S 1.4331 -0.6566 -2.2929
O 2.3370 -1.8051 -2.2480
C -2.6277 0.1384 0.0142
C 1.9693 1.5941 -0.6485
C -0.2343 -1.1276 -1.6170
C -1.0158 -1.1189 1.4283
C 1.4028 0.1960 -0.6076
C 2.0780 -0.7067 0.3897
C -0.9048 1.3672 1.3408
C -0.2773 0.0925 -0.7112
C -1.1801 0.1033 0.5241
H 2.0467 2.0177 0.3519
H -2.8340 -0.7356 -0.5988
H -1.0234 2.2591 0.7298
H 2.0762 -0.2807 1.3926
H -1.1153 -2.0454 0.8656
H 1.6091 -1.6857 0.4186
H -1.0207 -1.2023 -2.3640
H -3.3256 0.1468 0.8483
H -0.0578 -1.1127 1.9365
H -1.7944 -1.1141 2.1879
H 3.1131 -0.8526 0.0763
H 2.9684 1.5719 -1.0836
H -0.1270 -2.0694 -1.0887
H 1.3488 2.2533 -1.2528
H -1.5998 1.4280 2.1760
H -2.8092 1.0297 -0.5829
H 0.1074 1.3566 1.7380
H -0.5426 0.9587 -1.3228

Calculated values
HOMO energy	-8.68	eV
relative energy (zero: lowest compared OMol25 entry of this formula, charge and spin)	0.7328	eV
orbital gap	9.3690	eV


Entry 3:
Here is C9H19AsF6MnO15S2 as an isolated structure from the Open Molecules 2025 dataset. Energies are from the ωB97M-V functional and the def2-TZVPD basis.

CARTESIAN COORDINATES (ANGSTROEM)
As -16.2934 -1.4552 20.9163
Mn -14.2383 -4.8132 20.5100
S -12.7054 -2.9456 18.1411
S -16.8267 -6.5245 19.0404
F -14.6447 -0.7914 20.8026
F -17.8765 -2.1954 20.8728
F -16.1622 -1.5629 22.6581
F -15.5367 -3.0515 20.8310
F -16.3058 -1.3888 19.1508
F -17.0921 0.1122 20.9081
O -11.5445 -2.7410 23.1812
O -12.9175 -3.7854 21.8200
O -15.8127 -6.2192 24.1448
O -13.7850 -3.5593 18.8786
O -11.4847 -2.7265 19.2301
O -15.3109 -5.7490 22.0501
O -16.9666 -7.7511 19.7946
O -12.9087 -1.7174 17.4133
O -16.6641 -6.9613 17.4518
O -12.2555 -8.2571 18.7593
O -17.4630 -5.6482 22.7288
O -12.9157 -4.3169 24.0174
O -13.8500 -8.4629 20.3066
O -15.8023 -5.5603 19.3648
O -12.9501 -6.4822 19.9869
C -16.1440 -5.9320 22.9800
C -14.7351 -6.3599 16.1067
C -10.4733 -1.7966 18.9126
C -15.3807 -7.3937 17.0252
C -13.0484 -7.7280 19.7206
C -9.0371 -2.2907 18.8208
C -18.4070 -5.6036 18.8483
C -11.9036 -4.1805 17.0940
C -12.5572 -3.6558 23.0499
H -18.2171 -4.5924 19.2024
H -11.8713 -7.5497 18.2306
H -11.4679 -4.9696 17.7030
H -11.3714 -2.6067 22.2331
H -15.3732 -5.9249 15.3405
H -8.5717 -2.3389 17.8307
H -19.1518 -6.0527 19.4989
H -14.6775 -7.6370 17.8234
H -12.5218 -4.3538 16.2215
H -18.5729 -5.7575 17.7867
H -8.9392 -3.2776 19.2733
H -10.6523 -0.9970 18.1836
H -15.5045 -8.3506 16.5139
H -10.4918 -1.0611 19.7272
H -14.3464 -5.5857 16.7695
H -10.9919 -3.6615 16.7771
H -8.3682 -1.5755 19.3028
H -13.8478 -6.7838 15.6282
H -17.7647 -5.7880 23.6457

Calculated values
2S+1	6
total charge	-2
HOMO energy (alpha / beta)	-2.28 / -2.39	eV
<S²>	8.752
relative energy (zero: lowest compared OMol25 entry of this formula, charge and spin)	1.0897	eV
orbital gap (alpha / beta)	5.8499 / 5.9567	eV


Entry 4:
Here is C9H19BeCl4NO17 as an isolated structure from the Open Molecules 2025 dataset. Energies are from the ωB97M-V functional and the def2-TZVPD basis.

CARTESIAN COORDINATES (ANGSTROEM)
Cl -1.3911 0.2648 -3.4649
Cl 1.6566 3.2450 -2.6181
Cl 4.3856 0.7386 0.8262
Cl 2.6284 -2.6025 -3.0203
O 3.6353 0.8237 2.0675
O 1.0687 2.8352 -1.3596
O 3.7084 -3.5467 -3.0496
O 2.3562 2.0261 -3.0612
O 4.0619 1.8851 -0.0015
O 5.7642 0.6117 1.0971
O 0.6233 3.5117 -3.6027
O 3.0157 -1.2300 -2.7831
O 2.4498 4.4085 -2.4473
O -2.1129 -0.9717 -3.3270
O 1.6646 -2.9413 -1.9934
O -2.0330 1.3362 -4.1952
O 0.8248 -0.7718 0.8143
O -0.1575 0.0185 -4.1586
O 3.8418 -0.3942 0.0925
O 1.9789 -2.6445 -4.2781
O -1.0176 0.7488 -2.1670
N -0.5339 -0.3066 0.8458
C -2.8284 -0.6952 0.5359
C -1.2834 -2.3389 -0.3569
C 0.1379 2.0189 1.1540
C -0.2423 0.5371 3.2163
C -2.1550 1.3523 1.7609
C -1.5030 -1.3952 0.8759
C -0.7134 0.8496 1.7508
C -1.4862 -2.3272 2.0833
C -3.2404 0.2588 1.6642
Be 1.5355 0.0978 -1.2866
H -0.4225 -3.0038 -0.2189
H -3.5739 -1.4382 0.2448
H -0.0361 1.4111 3.8321
H -3.2353 -0.3482 2.5729
H -0.1097 2.9359 1.7004
H -4.2038 0.7234 1.4581
H -1.9172 -1.9269 3.0084
H -0.4664 -2.3525 2.4936
H -0.2673 2.2007 0.1591
H -2.6942 -0.1239 -0.3856
H -0.8846 -1.7618 -1.1936
H 0.8451 -1.1093 1.7210
H -1.7711 -3.3722 1.9925
H 0.6753 -0.0490 3.1172
H -2.5381 1.9872 2.5609
H -0.8859 -0.0937 3.8348
H -2.0952 -3.0132 -0.6179
H 1.2221 2.0107 1.2714
H -2.2809 1.9214 0.8352

Calculated values
total charge	-2
HOMO energy	-4.41	eV
relative energy (zero: lowest compared OMol25 entry of this formula, charge and spin)	0.0000	eV
orbital gap	6.7947	eV


F_max
In order: 0.036 0.047 0.081 0.074
Unit: hartree/bohr